(1)
22
Properties=species:S:1:pos:R:3 method="wB97M-V/def2-TZVPD" lumo_energy_ev="-0.60 / -0.94" orbital_gap_ev="8.75 / 7.66"
C 4.0829 -0.1985 -0.1722
C 2.0261 -0.4106 -0.0899
C -1.0818 0.7251 -1.2512
C -2.9656 -0.6708 0.0117
C -1.1133 0.4333 1.3152
C -1.5177 -0.0856 -0.0832
N 3.1766 -1.0429 -0.4839
N 2.1837 0.8003 0.3521
N 3.5559 0.9812 0.2215
O -0.9899 -2.5161 0.7196
S -0.6047 -1.7176 -0.4450
H 5.1701 -0.4735 -0.3126
H -0.1067 0.6404 -1.5299
H -1.5652 0.5691 -2.2220
H -1.1934 1.8917 -1.2246
H -3.1941 -1.3840 -0.8367
H -3.6095 0.1609 -0.1734
H -3.1679 -1.2381 0.9538
H -0.1939 1.0728 1.0681
H -1.8101 1.1759 1.6411
H -1.0363 -0.4961 1.8465
H 3.9547 1.7830 0.6946

=====

(2)
58
Properties=species:S:1:pos:R:3 method="wB97M-V/def2-TZVPD" lumo_energy_ev=0.22 orbital_gap_ev=9.65
C 2.1408 2.4739 2.7061
O 1.4255 1.5852 1.8133
B 0.6733 2.3083 0.8376
O 1.2890 2.4884 -0.4579
N -0.6708 2.9193 1.0795
N -1.3469 2.3511 2.1840
C -0.3797 4.3183 1.4406
O 0.3338 5.0131 0.7092
O -0.8810 4.8922 2.6279
H 3.2430 2.1792 2.7481
H 1.7510 2.3230 3.7664
H 2.0466 3.5726 2.4431
H 2.0901 3.0255 -0.2902
H -1.0918 1.3750 2.3429
H -2.3621 2.3511 2.0003
H -0.0996 5.3704 2.9803
C -1.4601 -4.2808 1.2410
C -0.9671 -3.7589 2.5746
O -1.4152 -2.4085 2.7881
C -2.6626 -2.2730 3.2702
O -3.3966 -3.1864 3.5193
C -2.9870 -0.7988 3.4980
F -2.5943 -0.0138 2.4699
F -2.3786 -0.3190 4.5960
F -4.2961 -0.5754 3.6622
H -1.1634 -3.6087 0.4325
H -1.0557 -5.2745 1.0414
H -2.5504 -4.3410 1.2219
H 0.1236 -3.7306 2.5781
H -1.2753 -4.4054 3.3994
C 3.4587 1.8691 -2.6137
C 4.4888 1.3866 -3.6148
O 5.7872 1.3005 -3.0050
C 6.0357 0.1803 -2.3070
O 5.2557 -0.7194 -2.1683
C 7.4600 0.2007 -1.7603
F 7.7883 1.3915 -1.2277
F 8.3647 -0.0521 -2.7235
F 7.6545 -0.7132 -0.8001
H 3.7741 2.8142 -2.1644
H 2.4901 2.0122 -3.0949
H 3.3368 1.1535 -1.7984
H 4.5748 2.1060 -4.4307
H 4.2028 0.4297 -4.0572
C -4.9481 0.0421 -1.4282
C -3.6042 -0.6089 -1.1706
O -3.6366 -1.9967 -1.5377
C -3.4447 -2.2681 -2.8397
O -3.2582 -1.4390 -3.6845
C -3.4529 -3.7758 -3.0737
F -4.4507 -4.3917 -2.4152
F -2.3073 -4.3482 -2.6584
F -3.5954 -4.0938 -4.3666
H -5.7443 -0.5076 -0.9208
H -4.9499 1.0748 -1.0747
H -5.1879 0.0406 -2.4935
H -3.3768 -0.5730 -0.1038
H -2.7974 -0.0866 -1.6902

=====

(3)
150
Properties=species:S:1:pos:R:3 method="wB97M-V/def2-TZVPD" lumo_energy_ev=0.18 orbital_gap_ev=8.64
N 1.2101 1.6083 5.7763
C 1.3904 1.0892 4.7688
C 1.4718 0.5447 3.4018
C 2.2366 -0.7992 3.3969
C 1.4259 -2.0670 3.6459
C 0.9904 -2.2880 5.1083
C -0.1232 -3.3555 5.1531
N 0.4545 -4.6823 5.4311
C 0.0662 0.5577 2.7483
C -0.9880 0.0551 3.6457
N -1.6368 -0.4377 4.4541
P -0.1055 -0.2360 1.1011
O -0.6541 0.7431 0.1445
O -1.1708 -1.4207 1.2496
O 1.2809 -0.7621 0.5628
H 2.0793 1.2616 2.8448
H 2.9763 -0.7315 4.2004
H 2.8205 -0.8828 2.4820
H 0.5485 -2.1725 3.0006
H 2.0859 -2.8969 3.3783
H 0.6030 -1.3971 5.5940
H 1.8309 -2.7403 5.6372
H -0.6803 -3.3838 4.2071
H -0.8484 -3.1166 5.9295
H 1.2926 -4.8183 4.8724
H -0.1783 -5.3968 5.0800
H -0.1933 1.6023 2.5639
H -1.9455 -1.1596 0.7319
H 1.2960 -0.6731 -0.4072
C -3.7114 0.5397 -1.0278
C -5.0157 0.9519 -1.6703
O -4.9663 0.4024 -2.9987
S -4.1383 -0.9594 -2.9834
O -5.0246 -2.0640 -2.8960
O -3.1454 -0.8707 -3.9950
O -3.4686 -0.7891 -1.5352
H -2.9014 1.1803 -1.3753
H -3.7561 0.5322 0.0553
H -5.1443 2.0246 -1.7101
H -5.8652 0.5022 -1.1504
C 1.9984 0.4377 8.6112
C 1.8374 0.0755 10.0725
O 0.9117 -1.0186 10.0663
S 1.1204 -1.8941 8.7383
O 1.9468 -3.0050 9.0438
O -0.1400 -2.0429 8.1099
O 1.9958 -0.8259 7.9293
H 1.1591 1.0277 8.2445
H 2.9250 0.9672 8.4086
H 1.4435 0.8948 10.6671
H 2.7774 -0.2724 10.5073
C -4.0416 6.4044 -0.2196
C -4.2377 6.0970 1.2496
O -5.1872 5.0222 1.2575
S -4.9830 4.1061 -0.0280
O -4.1872 2.9853 0.3295
O -6.2269 3.9558 -0.6931
O -4.0664 5.1194 -0.8596
H -4.8637 7.0019 -0.6183
H -3.0982 6.9039 -0.4210
H -4.6236 6.9412 1.8127
H -3.3157 5.7419 1.7136
C 0.3286 2.9352 -4.7501
C -1.0406 2.2844 -4.7112
O -0.9171 1.2699 -3.6984
S 0.0899 1.7758 -2.5667
O -0.6408 2.3327 -1.4986
O 1.0656 0.7470 -2.3874
O 0.7555 2.9846 -3.3739
H 1.0231 2.3004 -5.2949
H 0.3098 3.9379 -5.1695
H -1.3135 1.8289 -5.6587
H -1.8202 2.9858 -4.4051
C 1.0575 -2.8347 -5.6777
C 1.4547 -2.2551 -4.3353
O 2.5184 -1.3400 -4.6518
S 2.2586 -0.6960 -6.0820
O 1.6367 0.5695 -5.9023
O 3.4349 -0.8448 -6.8621
O 1.1514 -1.7242 -6.5878
H 1.7558 -3.6068 -6.0054
H 0.0469 -3.2327 -5.6799
H 1.8056 -3.0090 -3.6370
H 0.6390 -1.6875 -3.8823
C 6.8160 1.1513 -4.1280
C 5.3970 0.6351 -4.1696
O 5.3386 -0.3398 -3.1160
S 6.3076 0.1021 -1.9218
O 5.5468 0.7570 -0.9185
O 7.1564 -0.9902 -1.6102
O 7.1350 1.2113 -2.7256
H 7.5073 0.4567 -4.6089
H 6.9147 2.1272 -4.5785
H 5.1444 0.1819 -5.1244
H 4.6790 1.4275 -3.9430
C -3.1867 -8.8670 5.6411
C -2.9382 -8.1005 6.9237
O -2.2815 -6.8993 6.4939
S -2.8258 -6.4707 5.0604
O -3.8427 -5.4926 5.2130
O -1.7136 -6.2725 4.2011
O -3.5379 -7.8555 4.6839
H -2.2832 -9.3708 5.2935
H -3.9929 -9.5893 5.7330
H -2.3075 -8.6407 7.6233
H -3.8735 -7.8239 7.4143
C 7.9138 6.1409 -7.2571
C 7.6065 5.9193 -5.7905
O 6.5401 4.9554 -5.7978
S 6.7205 3.9688 -7.0420
O 7.3648 2.7799 -6.5990
O 5.5014 3.9240 -7.7629
O 7.7825 4.8398 -7.8488
H 7.1867 6.8063 -7.7254
H 8.9162 6.5252 -7.4221
H 7.2884 6.8251 -5.2832
H 8.4581 5.4855 -5.2629
C -6.1917 -4.3478 2.6578
C -6.5819 -5.6334 3.3516
O -8.0050 -5.5304 3.5176
S -8.6320 -4.7196 2.2900
O -9.1315 -5.6339 1.3283
O -9.4430 -3.6802 2.8132
O -7.2644 -4.1018 1.7339
H -6.1415 -3.5147 3.3607
H -5.2485 -4.4270 2.1250
H -6.0951 -5.7523 4.3138
H -6.3748 -6.5054 2.7270
C 6.2015 1.0496 -11.4122
C 6.6105 1.6456 -10.0837
O 7.6726 2.5540 -10.4094
S 7.4124 3.1869 -11.8562
O 6.8014 4.4581 -11.7076
O 8.5828 3.0131 -12.6359
O 6.2928 2.1448 -12.3353
H 6.8945 0.2692 -11.7331
H 5.1903 0.6528 -11.3995
H 6.9583 0.8972 -9.3772
H 5.7961 2.2174 -9.6355
C -6.9882 2.5108 5.9647
C -6.3480 1.6441 4.9007
O -5.5866 2.5662 4.1074
S -5.0326 3.7430 5.0360
O -3.6964 3.4516 5.4068
O -5.3872 4.9836 4.4439
O -5.9779 3.4736 6.2990
H -7.8581 3.0443 5.5767
H -7.2723 1.9474 6.8491
H -7.0773 1.1307 4.2811
H -5.6601 0.9164 5.3362

=====

(4)
111
Properties=species:S:1:pos:R:3 method="wB97M-V/def2-TZVPD" lumo_energy_ev="1.36 / 1.04" spin_multiplicity=2 orbital_gap_ev="6.50 / 6.66" total_charge=-1
Y -0.0470 -1.0241 0.5256
C -2.7640 1.1191 -1.9199
C -2.3585 1.5683 -0.5449
C -3.3262 1.9097 0.3899
C -2.9763 2.4035 1.6414
C -4.0287 2.7103 2.6706
C -1.6322 2.5845 1.9426
C -0.6380 2.2267 1.0409
C 0.8093 2.3841 1.4320
C -1.0110 1.7020 -0.2013
H -3.6693 0.5122 -1.8752
H -1.9738 0.5474 -2.4044
H -2.9725 1.9939 -2.5424
H -4.3737 1.7865 0.1407
H -4.1352 3.7899 2.8043
H -3.7375 2.2806 3.6309
H -4.9922 2.2961 2.3766
H -1.3518 2.9735 2.9153
H 1.4692 1.8642 0.7339
H 0.9710 1.9852 2.4347
H 1.0958 3.4382 1.4455
H -0.2574 1.5323 -0.9603
S -0.9325 -0.1480 2.9617
C -0.3587 -1.5183 3.9047
C 0.5508 -1.3661 4.9504
C 0.9671 -2.4711 5.6711
C 0.4580 -3.7340 5.3968
C -0.4679 -3.8956 4.3808
C -0.8513 -2.7958 3.6253
As -2.1115 -2.9708 2.1652
C -1.4310 -4.3386 0.9629
C -2.2076 -4.7407 -0.1202
C -1.7842 -5.7798 -0.9308
C -0.5929 -6.4384 -0.6535
C 0.1754 -6.0496 0.4323
C -0.2388 -4.9965 1.2388
C -3.2780 -4.1938 3.2191
C -3.6462 -5.4741 2.8377
C -4.5154 -6.2168 3.6293
C -5.0190 -5.6854 4.8037
C -4.6593 -4.3992 5.1890
C -3.7988 -3.6596 4.3990
H 0.9343 -0.3788 5.1695
H 1.6933 -2.3443 6.4650
H 0.7719 -4.5925 5.9763
H -0.8991 -4.8707 4.1889
H -3.1432 -4.2382 -0.3377
H -2.3825 -6.0690 -1.7850
H -0.2596 -7.2515 -1.2866
H 1.1052 -6.5556 0.6592
H 0.3823 -4.6984 2.0693
H -3.2569 -5.8972 1.9192
H -4.7992 -7.2134 3.3139
H -5.7041 -6.2640 5.4108
H -5.0576 -3.9685 6.0989
H -3.5274 -2.6517 4.6933
S -2.3178 -2.3839 -3.3151
C -1.9558 -2.0613 -1.8039
N -1.7118 -1.8456 -0.6670
I -4.1799 -1.6523 1.5102
I -6.7071 -0.3489 0.9202
C 1.5964 -3.0541 -1.6155
C 1.9650 -1.6265 -1.2099
O 3.1419 -1.4129 -0.8369
N 1.0282 -0.6812 -1.3417
Te 2.5445 0.9791 -1.9855
C 3.9915 2.6553 -1.7138
C 4.5908 2.8418 -0.4675
C 4.3199 1.9268 0.7043
C 5.4670 3.9080 -0.2834
C 5.7692 4.7863 -1.3127
C 6.7138 5.9407 -1.1028
C 5.2137 4.5464 -2.5615
C 4.3423 3.4848 -2.7895
C 3.8563 3.2720 -4.2019
C 1.0233 2.1731 -2.9462
C 0.6067 3.4402 -2.5198
C 1.1888 4.1604 -1.3333
C -0.4121 4.0943 -3.2112
C -1.0307 3.5336 -4.3129
C -2.1301 4.2475 -5.0520
C -0.6006 2.2816 -4.7344
C 0.4075 1.5928 -4.0770
C 0.8201 0.2494 -4.6218
H 2.3212 -3.3700 -2.3659
H 0.5898 -3.1087 -2.0308
H 1.6851 -3.7159 -0.7532
H 3.9235 0.9622 0.3878
H 3.6058 2.3800 1.3966
H 5.2417 1.7431 1.2573
H 5.9233 4.0545 0.6912
H 6.7392 6.2459 -0.0570
H 6.4155 6.7981 -1.7066
H 7.7288 5.6624 -1.3970
H 5.4757 5.1959 -3.3922
H 4.6166 3.6031 -4.9107
H 2.9409 3.8334 -4.3974
H 3.6443 2.2203 -4.3903
H 1.7064 3.4776 -0.6695
H 0.3981 4.6702 -0.7801
H 1.9156 4.9102 -1.6567
H -0.7345 5.0676 -2.8538
H -2.4825 5.1142 -4.4936
H -2.9724 3.5768 -5.2270
H -1.7728 4.5922 -6.0250
H -1.0748 1.8206 -5.5950
H 0.2191 -0.0145 -5.4919
H 0.6855 -0.5299 -3.8723
H 1.8728 0.2552 -4.9148
N 2.2101 -2.9189 2.2028
C 1.4215 -2.2913 1.6333

=====

(5)
90
Properties=species:S:1:pos:R:3 method="wB97M-V/def2-TZVPD" lumo_energy_ev=3.50 orbital_gap_ev=6.47 total_charge=-2
Lu 0.2647 -0.1362 -0.3864
N -2.1153 -1.6057 -1.1986
C -1.8558 -2.9674 -0.9956
C -2.6451 -3.7282 -0.1670
C -2.3878 -5.0931 0.0331
C -1.3985 -5.7003 -0.7260
C -0.6865 -4.9648 -1.6351
C -0.8545 -3.6001 -1.7226
C -0.0752 -2.7965 -2.7474
C -0.2858 -3.1343 -4.1253
C 0.2577 -2.3693 -5.1459
C 0.9867 -1.2431 -4.8233
C 1.1330 -0.9070 -3.4517
C 0.6489 -1.6206 -2.3900
H -2.9438 -1.2365 -0.6277
H -2.0102 -1.2845 -2.1448
H -3.5146 -3.2655 0.3002
H -2.9756 -5.6208 0.7533
H -1.0529 -6.7349 -0.6014
H 0.1493 -5.3472 -2.2243
H -0.8997 -3.9997 -4.3756
H 0.0312 -2.7716 -6.1525
H 1.3378 -0.5779 -5.6188
H 1.6905 -0.0361 -3.1706
N 0.9450 1.5729 1.3236
C 1.7054 2.7303 0.7616
C 2.3669 2.3922 -0.5668
O 3.2956 3.1235 -0.9135
O 1.8746 1.3751 -1.1600
H 0.0692 1.9228 1.7963
H 1.5324 1.1245 2.0030
H 2.4581 3.1282 1.4979
H 0.9468 3.4575 0.5123
C -0.6101 -1.2922 1.7173
C -0.0033 -2.3711 2.5250
C -0.0485 -3.7200 2.1775
C 0.4842 -4.7419 2.9891
C 1.0289 -4.3076 4.2456
C 0.9891 -2.9565 4.6142
C 0.4797 -2.0193 3.7898
C 1.3674 -5.3781 5.1847
N 1.4516 -6.2633 5.9095
H -0.8549 -0.3538 2.2551
H -1.5016 -1.5612 1.1989
H -0.4536 -3.9243 1.1484
H 0.4985 -5.8160 2.8147
H 1.4797 -2.7782 5.5509
H 0.5884 -0.9681 4.0714
N 2.3745 -1.1625 0.3554
C 3.1931 -0.7274 1.4599
C 3.8603 0.4851 1.3841
C 4.5417 0.9635 2.4727
C 4.5967 0.2386 3.6547
C 4.0800 -1.0751 3.6677
C 3.2871 -1.5195 2.6261
S 5.3343 0.7835 5.1897
O 5.3969 2.2406 5.0588
O 4.4192 0.3143 6.2397
O 6.6402 0.1836 5.2622
H 2.1452 -2.1428 0.4306
H 2.9386 -0.9741 -0.5143
H 3.8663 0.9671 0.4164
H 4.9440 1.9452 2.4746
H 4.1464 -1.5893 4.6305
H 2.9510 -2.5928 2.6606
S -1.1446 1.1606 -2.9272
P -2.0641 2.4054 -1.5990
S -2.1711 1.6942 0.2677
C -3.7988 2.7492 -2.0455
C -4.7288 2.7966 -1.0244
C -5.9907 3.2719 -1.2907
C -6.3725 3.6672 -2.5532
C -5.5124 3.5004 -3.6343
C -4.2045 3.0552 -3.3625
C -1.2769 4.0904 -1.6428
C -1.8805 5.2537 -1.1214
C -1.2008 6.4438 -1.2442
C 0.0470 6.5662 -1.8256
C 0.6070 5.4343 -2.3598
C -0.0774 4.2335 -2.3552
H -4.4986 2.5629 0.0225
H -6.6803 3.3471 -0.4186
H -7.3570 4.0881 -2.7320
H -5.8191 3.7911 -4.6309
H -3.4874 2.9472 -4.1638
H -2.8061 5.2985 -0.6169
H -1.6466 7.3170 -0.7778
H 0.5237 7.5192 -1.8157
H 1.5946 5.4900 -2.8746
H 0.3423 3.3442 -2.8464